Record 1
{"formula": "C3H8N2", "method": "ωB97M-V with the def2-TZVPD basis set", "molar_mass_g_mol": 72.11, "total_charge": 0, "relative_energy_kcal_mol": 33.5, "spin_multiplicity": 1, "gap_ha": 0.3238, "smiles": "C/C(N)=C/N", "fmax_ev_per_a": 0.8, "lumo_ev": 1.02, "total_energy_ev": -6220.39202, "symbols": ["N", "H", "N", "H", "C", "C", "H", "H", "H", "H", "H", "C", "H"], "xyz": [[0.413, 0.323, 2.154], [-1.835, 0.210, 0.746], [-1.413, 0.062, -0.153], [-1.939, -0.372, -0.887], [-0.034, 0.007, -0.261], [0.792, 0.122, 0.784], [-0.090, 0.346, -2.403], [1.508, 0.166, -1.763], [0.097, -0.540, 2.580], [1.857, 0.109, 0.562], [0.501, -1.235, -1.935], [0.491, -0.185, -1.641], [-0.347, 0.986, 2.218]]}

***

Record 2
{"formula": "C24H55Br24NbOPS", "method": "ωB97M-V with the def2-TZVPD basis set", "molar_mass_g_mol": 2433.35, "total_charge": -1, "spin_multiplicity": 1, "gap_ha": 0.2398, "fmax_ev_per_a": 3.0, "lumo_ev": 1.43, "total_energy_ev": -1730520.47681, "symbols": ["H", "C", "C", "H", "C", "H", "H", "H", "H", "P", "H", "H", "H", "C", "C", "H", "C", "Br", "Br", "Br", "H", "Br", "H", "H", "H", "H", "H", "C", "C", "H", "Br", "Br", "Br", "C", "H", "C", "H", "H", "C", "H", "H", "C", "H", "C", "H", "H", "Br", "H", "C", "Br", "H", "H", "H", "C", "H", "C", "H", "S", "H", "Br", "Br", "H", "Br", "C", "H", "Br", "Nb", "H", "H", "H", "Br", "H", "Br", "Br", "C", "H", "H", "O", "H", "Br", "Br", "C", "H", "H", "H", "Br", "Br", "Br", "C", "H", "C", "H", "H", "H", "H", "H", "Br", "H", "Br", "H", "H", "H", "Br", "C", "H", "C", "C"], "xyz": [[-3.033, 1.716, -6.625], [-3.428, 8.749, 2.486], [8.461, -3.171, 4.496], [-2.161, 2.427, -2.543], [2.039, -5.125, 0.907], [-0.265, 8.446, -6.031], [-7.266, 0.148, 1.569], [-4.378, 9.267, 2.477], [2.634, 2.540, -0.639], [-2.577, -3.774, -2.754], [0.515, 6.980, -6.663], [9.362, -3.773, 4.560], [0.724, -9.324, 3.851], [4.013, 0.994, 4.828], [1.591, -10.811, 2.554], [6.550, -2.581, -1.631], [2.634, 0.397, 4.909], [-4.380, 3.636, -5.814], [5.595, -3.111, 4.389], [8.804, -1.833, 3.132], [2.386, -11.546, 2.576], [-0.177, 1.479, 1.731], [-0.563, 4.381, -2.112], [7.309, -4.372, 3.124], [-1.479, 6.772, -8.277], [6.016, -5.099, -1.886], [1.997, 0.579, 0.938], [-3.614, 2.523, -0.949], [-1.441, 5.830, -0.772], [-2.203, 4.908, -2.551], [-7.031, -3.170, 3.471], [0.420, -6.115, 3.065], [-2.235, 9.741, 1.321], [1.624, 2.279, -0.337], [1.330, -4.304, 0.904], [-2.529, 1.824, -1.721], [-0.212, -1.756, -0.989], [-3.201, 3.348, -0.373], [-0.177, 7.787, -6.885], [-1.334, -4.312, -3.122], [1.012, 3.168, -0.325], [-1.504, 7.218, -7.292], [0.687, -11.256, 2.150], [-7.517, -1.331, 3.085], [-6.827, -1.489, 1.043], [4.624, 0.445, 4.119], [-2.902, 8.572, -7.327], [4.501, 1.013, 5.793], [7.283, -4.040, 4.155], [-0.497, 6.502, -3.395], [2.641, -6.771, 2.169], [-3.552, -1.764, -0.514], [-2.039, 5.169, -0.150], [-3.552, 7.315, 2.050], [-3.452, -4.767, -3.219], [-3.023, 2.253, -5.686], [-1.904, 6.808, -0.818], [-0.484, -2.460, 0.084], [-0.981, 2.055, -5.086], [-4.641, 7.127, 0.457], [-0.882, 3.751, -6.890], [-1.709, 1.572, -1.055], [4.221, -1.731, -1.546], [-1.247, 5.222, -2.136], [-1.824, 6.481, -6.565], [3.987, 2.829, 4.184], [-2.793, -3.373, -0.143], [2.699, -0.677, 5.058], [-3.165, -3.099, 1.625], [-2.990, 8.798, 3.479], [-3.059, 0.113, -2.448], [3.015, -4.763, 0.615], [0.934, 1.108, -1.725], [1.475, -6.331, -0.516], [5.622, -2.992, -2.009], [5.648, -3.031, -3.093], [4.318, -4.666, -1.609], [-2.822, -2.533, -3.543], [7.243, -4.899, 4.817], [1.639, 1.081, 6.429], [2.112, -9.428, 1.303], [-1.681, 2.836, -5.370], [-1.741, 3.581, -4.586], [-2.583, 6.886, 1.819], [-8.591, -1.335, 2.924], [0.261, 6.057, 0.158], [-4.947, 3.330, -2.124], [5.648, -4.427, 0.466], [2.149, -5.809, 2.239], [8.310, -2.635, 5.424], [-6.811, -0.791, 1.872], [-7.279, -0.758, 3.973], [-2.100, -5.064, 0.223], [-4.039, 6.722, 2.817], [2.690, -5.172, 2.934], [2.036, 0.605, 4.029], [2.953, -9.749, 4.847], [-4.145, 1.851, -0.286], [0.658, 8.830, -8.303], [-4.432, -4.127, -0.251], [-3.335, 1.592, -4.880], [2.202, 2.164, 1.717], [-4.947, -0.407, 2.211], [5.348, -4.361, -1.453], [0.818, -10.957, 4.548], [1.315, -10.230, 3.914], [1.620, 1.594, 0.999]]}

***

Record 3
{"formula": "C31H49O2PScSe", "method": "ωB97M-V with the def2-TZVPD basis set", "molar_mass_g_mol": 608.62, "total_charge": 1, "spin_multiplicity": 1, "gap_ha": 0.2498, "fmax_ev_per_a": 2.8, "lumo_ev": -3.72, "total_energy_ev": -132369.15912, "symbols": ["H", "C", "C", "H", "C", "H", "H", "C", "C", "H", "H", "H", "C", "C", "H", "C", "C", "P", "H", "C", "H", "H", "C", "C", "C", "H", "H", "Sc", "H", "C", "H", "H", "C", "H", "H", "H", "H", "C", "H", "C", "H", "Se", "H", "H", "H", "C", "H", "C", "H", "H", "H", "H", "H", "H", "O", "H", "H", "C", "C", "C", "C", "H", "C", "H", "O", "H", "H", "H", "C", "C", "H", "H", "C", "H", "H", "H", "C", "C", "C", "H", "H", "C", "H", "H", "H"], "xyz": [[0.060, 4.968, -2.249], [2.304, -2.206, -0.806], [0.007, 4.230, -1.431], [4.021, -3.358, -3.633], [3.049, -2.034, -2.148], [5.128, -1.765, -1.385], [-5.294, -1.269, -1.686], [4.602, -0.835, 2.665], [2.583, -1.363, 4.081], [-2.663, 1.385, 4.436], [-2.100, 2.674, 5.590], [-5.275, -3.021, -1.163], [-5.168, -2.312, -2.002], [1.180, -1.782, 1.682], [1.766, -2.091, 4.262], [-2.527, 4.256, -1.559], [4.424, -1.244, -2.036], [-3.558, -2.438, -2.872], [2.093, -0.411, 3.896], [-1.320, 2.683, -2.916], [0.095, 4.713, -0.438], [4.675, -3.392, 2.178], [-1.658, 2.313, 2.073], [3.079, -2.009, 0.334], [-1.716, 3.079, 3.410], [5.352, -0.846, 3.496], [1.229, -1.733, -3.283], [-1.302, -1.512, -1.874], [2.174, -0.225, -3.076], [0.887, -2.365, -0.641], [2.688, -4.143, -2.870], [-2.572, 4.985, -0.782], [2.546, -1.882, 1.606], [-4.590, -2.456, -5.058], [-0.371, 4.585, 4.366], [4.956, -1.118, -3.016], [-2.291, -4.461, -3.278], [-3.338, -4.228, -3.016], [-0.944, 1.572, 4.751], [-0.397, 3.895, 3.504], [-3.854, 3.521, 3.406], [-1.676, -1.688, 0.771], [-3.624, -4.744, -2.100], [-0.253, 4.543, 2.648], [-2.453, 4.836, -2.513], [-1.528, 3.065, 0.867], [0.498, 3.226, 3.641], [-1.723, 0.921, 2.027], [3.241, -1.334, 5.038], [4.774, -3.085, 3.949], [-3.945, -4.589, -3.866], [-1.394, 3.438, -3.715], [-2.153, 1.961, -3.019], [0.924, 3.639, -1.555], [0.156, -2.887, -1.639], [0.768, -1.599, 2.669], [-2.909, 4.802, 4.183], [-1.222, 0.986, -0.357], [-2.905, 4.089, 3.366], [3.410, -1.764, 2.880], [-1.883, 2.147, 4.631], [3.299, -3.939, 3.278], [-1.470, 0.234, 0.828], [4.248, -0.228, -1.640], [-0.908, 0.391, -1.505], [-1.627, 4.123, 0.863], [-3.013, 4.682, 2.409], [-0.442, 2.050, -3.164], [-1.337, 2.427, -0.318], [-1.256, 3.350, -1.528], [-2.951, -2.040, -5.181], [-6.027, -2.536, -2.704], [-3.832, -1.840, -4.580], [4.174, -2.009, 0.231], [-4.115, -0.768, -4.627], [4.235, -3.951, -1.989], [2.249, -1.327, -3.220], [3.494, -3.434, -2.662], [4.079, -3.175, 3.073], [-1.917, 0.337, 2.917], [-3.462, 3.727, -1.586], [0.316, -2.005, 0.587], [4.291, 0.237, 2.563], [5.226, -1.078, 1.758], [2.689, -1.554, -4.229]]}

***

Record 4
{"formula": "C22H44IrN3PS4", "method": "ωB97M-V with the def2-TZVPD basis set", "s2": 8.787, "molar_mass_g_mol": 702.07, "total_charge": 4, "relative_energy_kcal_mol": 16.7, "spin_multiplicity": 6, "gap_ha": [0.2887, 0.1291], "fmax_ev_per_a": 0.7, "lumo_ev": [-10.14, -14.52], "total_energy_ev": -83426.67828, "symbols": ["H", "P", "C", "H", "C", "H", "C", "C", "N", "H", "H", "C", "H", "H", "N", "N", "H", "C", "Ir", "H", "S", "H", "C", "H", "H", "H", "C", "H", "H", "H", "H", "C", "C", "C", "H", "H", "H", "H", "H", "H", "H", "H", "C", "H", "S", "C", "H", "H", "H", "H", "H", "C", "C", "H", "S", "H", "C", "H", "C", "C", "H", "C", "H", "H", "C", "C", "C", "H", "H", "H", "S", "H", "H", "H", "H"], "xyz": [[1.702, 0.038, 0.524], [-2.548, -1.994, 0.737], [-3.959, -2.217, -1.661], [0.793, -5.554, -1.267], [-3.270, -1.228, 3.393], [1.451, 7.147, -1.711], [2.552, -1.235, -2.690], [1.359, -1.676, -3.532], [1.414, 6.138, -1.691], [-4.310, -1.027, 3.143], [4.666, -2.555, 0.000], [-5.147, -1.008, 0.219], [-0.767, 5.658, -3.934], [-1.345, -4.776, 0.085], [0.078, 6.109, -3.600], [0.700, 0.148, 0.384], [-4.737, -3.167, 2.304], [2.100, 8.891, -4.906], [-0.336, -1.678, -0.329], [1.011, -0.840, -4.141], [0.220, 3.835, -2.292], [1.814, 5.677, -0.890], [0.986, -4.515, -1.545], [-5.741, -0.450, -0.506], [-4.951, -4.036, 0.776], [-3.013, -2.459, -2.151], [1.149, 9.473, -5.766], [3.093, 9.313, -4.835], [-5.070, -0.397, 1.115], [-4.390, -4.886, 2.208], [-1.842, 0.813, 0.920], [-3.789, -1.315, -0.435], [2.811, -3.464, 0.412], [-2.852, -3.725, 1.279], [2.838, -3.291, 1.490], [-0.851, 9.340, -6.581], [0.314, 0.432, 1.286], [2.547, 7.306, -3.567], [0.099, -4.444, -3.504], [1.988, -4.431, -1.968], [-1.973, 1.168, 2.654], [2.240, -0.631, -1.837], [0.635, 5.439, -2.502], [-1.311, -1.169, 2.559], [1.043, -3.539, -0.007], [1.788, 7.777, -4.174], [-2.997, -0.574, 4.222], [-1.083, -4.315, -2.209], [-2.640, -5.775, 0.708], [-3.339, -0.365, -0.748], [-3.411, 0.899, 1.695], [-0.455, 7.777, -5.199], [-2.384, 0.570, 1.840], [1.406, 10.360, -6.331], [-0.189, -2.216, -2.712], [3.141, -0.577, -3.332], [-0.077, -4.022, -2.511], [-5.692, -1.917, 0.460], [-2.417, -4.798, 0.280], [3.636, -2.419, -0.338], [3.171, -4.479, 0.229], [-2.326, -0.916, 2.221], [3.357, -1.405, -0.051], [0.575, 0.950, -0.239], [-4.326, -3.943, 1.664], [0.483, 7.211, -4.288], [-0.127, 8.897, -5.911], [-4.582, -1.702, -2.393], [-2.965, -4.726, -0.660], [1.616, -2.485, -4.219], [3.691, -2.542, -2.143], [-2.232, -3.804, 2.179], [-3.179, -2.253, 3.746], [-4.468, -3.145, -1.403], [-1.438, 7.334, -5.297]]}

***

Record 5
{"formula": "C21H22N6O2", "method": "ωB97M-V with the def2-TZVPD basis set", "molar_mass_g_mol": 390.45, "total_charge": 0, "relative_energy_kcal_mol": 51.1, "spin_multiplicity": 1, "gap_ha": 0.3014, "smiles": "COc1cc2[nH]c3c(N4CCN(c5ccccn5)CC4)ncnc3c2cc1OC", "fmax_ev_per_a": 1.0, "lumo_ev": 0.58, "total_energy_ev": -35169.58572, "symbols": ["C", "H", "H", "C", "C", "C", "N", "C", "C", "O", "C", "H", "H", "C", "H", "H", "C", "H", "C", "N", "H", "O", "C", "H", "H", "C", "C", "H", "N", "N", "H", "C", "C", "H", "H", "N", "C", "H", "C", "H", "H", "C", "C", "C", "H", "H", "H", "N", "C", "H", "H"], "xyz": [[-0.184, 1.362, -1.539], [-0.894, -0.140, -5.011], [-0.492, -2.140, 7.171], [-0.881, -0.905, -0.924], [-0.909, -3.203, -0.870], [0.943, 1.221, -2.577], [0.395, 1.100, -3.909], [0.146, 4.569, -6.102], [-1.627, 0.101, -2.986], [0.741, -0.228, 6.106], [-0.419, 3.416, -6.637], [-0.888, 3.439, -7.611], [0.127, 5.505, -6.636], [-0.489, -0.039, -4.008], [0.206, 1.072, 3.978], [0.252, -3.869, 3.373], [1.978, -0.534, 6.727], [-0.738, 2.285, -1.735], [-0.024, -1.966, 2.410], [-0.346, 0.043, 1.395], [0.255, 1.408, -0.545], [0.755, -3.084, 5.791], [-0.056, -0.566, 2.590], [1.945, -0.053, 7.703], [2.127, -1.608, 6.848], [-0.376, 2.240, -5.924], [0.241, 2.236, -4.660], [1.197, 5.323, -4.381], [-0.526, -3.349, 0.377], [-1.085, -2.072, -1.538], [-2.267, -0.780, -3.011], [0.247, -2.798, 3.489], [-0.355, -2.200, 1.036], [-0.575, 1.017, 1.300], [-1.200, -3.534, 6.315], [0.781, 3.350, -4.154], [0.736, 4.466, -4.857], [-1.090, -4.108, -1.434], [-0.281, -3.129, 6.753], [0.084, -0.942, -3.772], [1.522, 0.317, -2.361], [0.499, -2.236, 4.725], [0.214, 0.004, 3.823], [-0.543, -0.930, 0.440], [2.809, -0.122, 6.145], [1.590, 2.097, -2.549], [0.068, -3.792, 7.542], [-1.104, 0.245, -1.641], [0.506, -0.830, 4.891], [-2.212, 0.998, -3.212], [-0.801, 1.343, -6.345]]}

***

Record 6
{"formula": "C4H6O", "method": "ωB97M-V with the def2-TZVPD basis set", "molar_mass_g_mol": 70.09, "total_charge": 0, "relative_energy_kcal_mol": 52.3, "spin_multiplicity": 1, "gap_ha": 0.3981, "smiles": "C#CCOC", "fmax_ev_per_a": 0.5, "lumo_ev": 1.04, "total_energy_ev": -6289.64833, "symbols": ["O", "H", "C", "H", "H", "C", "H", "H", "H", "C", "C"], "xyz": [[-0.382, 0.456, 0.257], [0.589, -0.817, 1.592], [-1.756, 0.362, -0.001], [3.185, 0.997, -1.313], [-2.044, -0.493, -0.630], [1.706, -0.253, -0.133], [-2.351, 0.356, 0.922], [-1.995, 1.279, -0.551], [0.082, -1.614, 0.094], [0.447, -0.660, 0.511], [2.519, 0.387, -0.747]]}